Run one
20
Properties=species:S:1:pos:R:3 method="wB97M-V/def2-TZVPD" total_charge=-1 multiplicity=2 e_homo_ev="1.0 / -5.5"
C 2.00773 -0.88188 0.41083
C 0.60253 -0.33121 0.19998
C -0.37323 -1.38691 -0.28092
C -1.82277 -0.96185 -0.26954
S -2.52598 -0.66453 1.41810
N 0.54301 0.82936 -0.68748
H 2.34239 -1.45756 -0.46363
H 1.98140 -1.60828 1.22283
H 2.74149 -0.13007 0.68086
H 0.30246 0.02609 1.15499
H -0.07569 -1.57843 -1.32199
H -0.20738 -2.28162 0.31145
H -1.97701 -0.07331 -0.87385
H -2.42589 -1.79857 -0.60273
H -1.38081 -0.38227 2.06225
H 1.25829 1.50942 -0.45488
H 0.70932 0.58160 -1.65812
H -0.14569 3.80242 0.34355
H -0.97306 2.96169 -0.68423
O -0.58111 3.82591 -0.50744


Run two
20
Properties=species:S:1:pos:R:3 method="wB97M-V/def2-TZVPD" total_charge=-1 multiplicity=2 e_homo_ev="-3.2 / -3.2"
C -1.04106 -1.47666 0.28869
N -0.78732 -2.06517 -1.09873
C 1.30063 0.94717 0.79951
C 2.15744 0.18408 0.09619
S -1.85292 0.73513 2.11105
C 0.32689 1.95290 0.20142
H -1.24034 -2.16647 1.12047
H -0.10153 -1.03454 0.51001
H -1.72819 -0.60975 0.14496
H -0.34878 -3.01312 -1.17803
H 1.17297 0.80349 1.89002
H 2.73718 -0.64176 0.52728
H 2.13213 0.36086 -0.98783
H -3.06944 0.13999 1.77918
H 0.04213 2.69512 0.92919
H 0.71374 2.55507 -0.65842
H -0.64983 1.48552 -0.04550
H 0.10528 0.32223 -2.84189
H -0.36600 -1.28639 -1.61031
O 0.49702 0.11230 -1.97723


Run three
20
Properties=species:S:1:pos:R:3 method="wB97M-V/def2-TZVPD" total_charge=-1 multiplicity=2 e_homo_ev="1.0 / -5.5"
C -1.09643 1.07103 1.18368
C -2.19530 1.49786 0.20394
S -1.63154 2.14390 -1.40593
C -0.05054 0.09687 0.62347
N 1.00829 0.65396 -0.20378
C 1.49353 -0.34499 -1.14091
H -1.51403 0.62405 2.08543
H -0.56781 1.98276 1.50625
H -2.76743 0.61809 0.01029
H -2.74875 2.31875 0.65496
H -0.47220 2.64533 -0.96266
H -0.60113 -0.63424 0.04065
H 0.30998 -0.48928 1.48229
H 1.81536 0.83578 0.39112
H 0.69791 -0.85486 -1.69006
H 2.09838 0.14341 -1.91442
H 2.09377 -1.18317 -0.77018
H 1.45913 -4.37078 0.36256
H 1.54435 -2.95463 -0.10583
O 1.12447 -3.79984 -0.35086


Most stable to least stable: run one, run three, run two


Run one
12
Properties=species:S:1:pos:R:3 method="wB97M-V/def2-TZVPD" multiplicity=1 e_homo_ev=-9.5
C -0.23800 -1.71469 -0.60414
O -0.23584 -0.34231 -0.96990
C 0.09087 0.55067 -0.01656
C 0.14262 1.91905 -0.54179
O 0.30773 2.25893 -1.67356
C 0.21349 0.40066 1.28391
F 0.05990 -0.74717 1.92139
H -0.87198 -2.22029 -1.35051
H 0.77212 -2.10275 -0.74257
H -0.63348 -1.85347 0.46730
H -0.06898 2.68659 0.24691
H 0.46155 1.16479 1.97953


Run two
12
Properties=species:S:1:pos:R:3 method="wB97M-V/def2-TZVPD" smiles="C=COC(=O)CF" multiplicity=1 e_homo_ev=-9.6
C 2.21958 -0.07390 0.09924
C 1.25141 -0.98680 -0.03170
O -0.12333 -0.86288 -0.22646
C -0.58063 0.43100 -0.04119
O 0.14408 1.32226 -0.18695
C -2.15626 0.34189 0.04689
F -2.60239 -0.86698 -0.02084
H 1.79941 0.94191 -0.01565
H 3.42949 -0.21322 0.23217
H 1.45787 -2.00969 -0.15081
H -2.36309 1.07426 -0.75238
H -2.47613 0.90217 1.04769


Run three
12
Properties=species:S:1:pos:R:3 method="wB97M-V/def2-TZVPD" multiplicity=1 e_homo_ev=-9.4
F -1.86320 -1.98429 0.48469
C -1.38498 -1.18456 -0.64649
C -0.54139 -0.19323 -0.37787
C 0.51332 -0.64536 0.75438
O 1.46857 0.48116 0.57293
C 0.84944 1.53115 -0.18024
O 0.04079 0.75052 -1.14908
H -2.19892 -0.94127 -1.43911
H 1.07817 -1.71212 0.66486
H -0.05614 -0.46959 1.79071
H 1.84217 2.00434 -0.61342
H 0.25218 2.36325 0.13863


Run four
12
Properties=species:S:1:pos:R:3 method="wB97M-V/def2-TZVPD" smiles=FC1[C@@H]2OCO[C@@H]12 multiplicity=1 e_homo_ev=-9.8
F 1.42538 2.00358 1.21756
C 0.31224 1.58796 0.62140
C -0.45292 0.23465 0.75735
O -0.38227 -1.20733 0.72820
C -0.27573 -1.50471 -0.69571
O -0.17088 -0.29662 -1.41923
C 0.45583 0.47896 -0.34895
H -0.41701 2.42336 0.62526
H -1.46038 0.51379 0.51647
H -1.16433 -2.17994 -1.15043
H 0.69262 -2.11868 -0.76708
H 1.43744 0.06498 -0.08482


Most stable to least stable: run one, run two, run three, run four


Run one
11
Properties=species:S:1:pos:R:3 method="wB97M-V/def2-TZVPD" total_charge=-1 smiles="O=CCNC(=O)[O-]" multiplicity=1 e_homo_ev=-4.0
O 0.20752 -2.01233 -1.75211
C -0.27798 -1.34385 -0.86174
C 0.38733 0.05670 -0.80524
N 0.45755 0.62465 0.53582
C -0.59572 1.10096 1.35104
O -0.03609 1.06173 2.47607
O -1.67527 1.22946 0.69357
H -1.04225 -1.70874 -0.13572
H 1.36134 -0.32541 -1.05382
H -0.07500 0.84836 -1.58882
H 1.28856 0.46847 1.14094


Run two
11
Properties=species:S:1:pos:R:3 method="wB97M-V/def2-TZVPD" total_charge=-1 multiplicity=1 e_homo_ev=-4.7
C -2.30704 0.64026 0.27809
C -0.43052 -0.84997 0.30947
C 1.94230 0.04203 -0.44562
N -1.47322 -0.30627 0.71011
O -3.09935 0.65298 -0.59900
O 0.15907 -1.85409 0.38111
O 0.64739 0.38982 -0.39090
H -2.49534 1.56178 1.13454
H 2.12382 -1.04199 -0.77541
H 2.50171 0.05629 0.58247
H 2.43117 0.70916 -1.18485


Most stable to least stable: run one, run two


Run one
9
Properties=species:S:1:pos:R:3 method="wB97M-V/def2-TZVPD" multiplicity=1 e_homo_ev=-8.3
C -0.95090 -0.92507 -0.69980
C 0.50731 1.38575 -1.13268
N -0.93656 -0.53504 -1.79127
N -0.08404 1.39479 -2.21200
N -0.70875 0.25877 -2.68778
O 0.99413 0.47796 -0.28049
F 1.10832 2.56909 -0.75077
H -1.07298 -1.73595 -0.02174
H 1.55253 0.88408 0.51542


Run two
9
Properties=species:S:1:pos:R:3 method="wB97M-V/def2-TZVPD" smiles="O[C@]1(F)C=NN=N1" multiplicity=1 e_homo_ev=-10.6
O -0.19659 1.06723 0.58629
C 0.11454 -0.57531 0.62525
F 1.15527 -0.76328 1.31911
C -0.00688 -1.08476 -0.75066
N -1.19346 -1.52229 -0.90207
N -1.93191 -1.28457 0.25969
N -1.32175 -0.78193 1.13078
H -0.45566 1.13000 1.51220
H 0.65361 -1.41340 -1.53930


Run three
9
Properties=species:S:1:pos:R:3 method="wB97M-V/def2-TZVPD" multiplicity=1 e_homo_ev=-9.5
C 0.42482 0.15526 -0.08079
C -1.61303 0.09576 -0.07987
H 2.37053 0.22446 0.53434
H 1.71904 -1.48272 0.03075
N 1.67460 -0.40778 -0.14300
N 0.04469 1.37291 -0.06636
N -1.38266 1.34276 -0.07901
O -0.53555 -0.73872 -0.09382
F -2.70244 -0.56195 -0.02224


Most stable to least stable: run three, run two, run one


Run one
18
Properties=species:S:1:pos:R:3 method="wB97M-V/def2-TZVPD" multiplicity=2 e_homo_ev="-3.7 / -10.6"
O 1.52262 -0.44265 1.11454
C 0.98329 -0.47188 0.10707
O 1.43083 -1.52292 -0.75570
C 0.06115 0.43866 -0.69840
C -1.25296 0.66385 0.34912
C -1.14840 -0.23560 1.46691
O -1.16345 1.96674 0.72266
N -0.28608 -0.27048 -2.02083
H 2.28229 -1.97426 -0.38333
H 0.44629 1.43366 -0.93701
H -2.16756 0.51595 -0.21885
H -1.10681 -1.27903 1.34002
H -2.06318 0.01519 2.13600
H -0.34679 -0.04122 2.26270
H -0.23670 2.27808 1.07077
H -0.96222 0.08132 -2.69605
H -0.57943 -1.22877 -1.81923
H 0.55813 -0.28702 -2.60941


Run two
18
Properties=species:S:1:pos:R:3 method="wB97M-V/def2-TZVPD" multiplicity=2 e_homo_ev="-10.1 / -9.7"
C -1.31637 1.70985 -1.47743
N -0.11203 1.13251 -0.92380
C 0.06714 1.61871 0.43838
C -0.19859 -0.33281 -1.05317
C -0.55046 -1.03914 0.31072
O -1.79283 -0.79363 0.48714
O 0.25828 -1.56462 1.03733
H -2.21760 1.62323 -0.85669
H -1.35222 1.44149 -2.53275
H -1.25760 2.81761 -1.46508
H 0.52661 2.60973 0.37967
H 0.81327 1.05410 1.00514
H -0.78791 1.70261 1.11436
H -0.98916 -0.75093 -1.69821
H 0.71199 -0.66229 -1.54581
H 3.42517 -1.80587 0.71854
H 2.08384 -1.17971 1.22731
O 3.03873 -1.08189 1.21028


Most stable to least stable: run two, run one


Run one
13
Properties=species:S:1:pos:R:3 method="wB97M-V/def2-TZVPD" multiplicity=1 e_homo_ev="-7.7 / -7.8"
C 0.58982 1.81915 1.45884
C -0.05522 0.71964 0.94695
C -0.49914 -1.51432 -0.50046
C -0.62443 -0.53089 -1.63539
C 0.38315 -0.47518 0.25151
F 1.73125 -0.61064 -0.02240
Cl 0.53985 -0.78694 -2.89293
H 0.10558 2.47473 2.14700
H 1.67622 1.79031 1.62574
H -1.12128 1.00286 0.93822
H -1.42795 -1.82018 -0.07768
H -0.03727 -2.44858 -0.73486
H -1.26058 0.38003 -1.50454


Run two
13
Properties=species:S:1:pos:R:3 method="wB97M-V/def2-TZVPD" multiplicity=1 e_homo_ev="-9.5 / -8.7"
C 2.11711 0.79640 0.58628
C 1.56277 1.84215 0.11509
C -1.04179 -0.87519 -0.96399
C -1.77486 -0.84781 0.38677
C -0.37512 -1.24216 0.28319
F 0.14037 -2.43771 0.58244
Cl 2.39854 3.44765 -0.03823
H 3.02402 0.42712 0.99409
H 0.55840 1.94750 -0.25184
H -1.27139 -1.64992 -1.68446
H -0.81101 0.07816 -1.41542
H -2.01246 0.12135 0.80017
H -2.51458 -1.60752 0.60591


Most stable to least stable: run one, run two